DFT (the ωB97M-V functional and the def2-TZVPD basis) results for 6 unconnected molecules or ions with the total composition C29H50FN7O3S at a distorted geometry.

Last column: Mulliken charge in e.
Cartesian coordinates (Å):
C  0.31730  0.27731  2.85226  -0.32
C  -0.06045  0.83990  1.86156  -0.72
C  -0.52037  1.59025  0.69198  -0.19
C  0.63069  2.45859  0.09933  -0.79
C  0.57075  2.47939  -1.44011  -1.19
N  1.65007  1.79366  -2.17564  0.35
C  2.92557  2.51366  -2.35212  -0.99
C  3.99402  2.29821  -1.27324  0.45
O  4.86743  1.47958  -1.48556  -0.61
N  3.93858  3.03287  -0.10325  0.36
C  5.07648  2.79938  0.77769  -1.04
C  3.60610  4.45820  -0.27655  -1.02
S  1.73955  0.21771  -1.78372  1.17
O  0.44755  -0.35691  -1.98648  -0.62
O  2.31171  -0.01616  -0.50018  -0.55
F  2.72344  -0.37826  -2.81835  -0.24
H  0.83148  -0.14457  3.68256  0.46
H  -0.90534  0.89815  -0.05768  0.34
H  -1.33042  2.24333  1.02186  0.38
H  0.48360  3.47030  0.48030  0.57
H  1.58084  2.10606  0.48585  0.46
H  -0.38848  2.09704  -1.78464  0.69
H  0.60836  3.51519  -1.78084  0.28
H  3.38275  2.17663  -3.27962  0.26
H  2.72769  3.56933  -2.48919  0.50
H  4.84787  3.26271  1.73981  0.35
H  5.99727  3.24591  0.39323  0.34
H  5.20192  1.73768  0.96128  0.33
H  3.78590  4.96376  0.66901  0.38
H  4.17299  4.92400  -1.08336  0.36
H  2.53544  4.55471  -0.46725  0.22
C  -2.38836  1.77127  6.48687  -1.11
C  -3.58168  2.13177  5.60851  -0.13
C  -3.22882  2.18108  4.12064  -0.25
C  -2.26877  3.23215  3.79121  0.20
N  -1.49414  4.03013  3.50410  -0.52
H  -1.60108  2.52442  6.42432  0.43
H  -2.69482  1.69800  7.53134  0.31
H  -1.96074  0.80978  6.19180  0.22
H  -3.99431  3.08977  5.92997  0.35
H  -4.36291  1.38740  5.74710  -0.05
H  -4.13251  2.34486  3.53087  0.40
H  -2.81360  1.22112  3.80483  0.17
C  -1.32196  -5.18011  -1.32539  -1.31
C  -0.80668  -3.79234  -0.95966  -0.20
C  -0.44938  -3.64867  0.52393  -0.31
C  -1.61189  -3.78753  1.40015  0.26
N  -2.52475  -3.89669  2.08820  -0.43
H  -2.25284  -5.41256  -0.80657  0.42
H  -1.51594  -5.24159  -2.39682  0.27
H  -0.58903  -5.94931  -1.07092  0.32
H  -1.55113  -3.04305  -1.23266  0.28
H  0.08826  -3.57228  -1.54416  0.24
H  -0.00265  -2.66741  0.70028  0.11
H  0.29904  -4.39214  0.80483  0.32
C  0.65690  -5.63035  -5.39607  -1.20
C  1.35647  -6.46724  -4.33115  -0.20
C  1.05803  -7.96439  -4.45394  -0.44
C  -0.35379  -8.26960  -4.22540  0.24
N  -1.46433  -8.49208  -4.03894  -0.43
H  -0.42836  -5.70049  -5.30692  0.34
H  0.93137  -4.58024  -5.29622  0.31
H  0.93802  -5.95737  -6.39899  0.37
H  1.06508  -6.11008  -3.34138  0.10
H  2.43506  -6.32282  -4.41601  0.32
H  1.65266  -8.52132  -3.72786  0.29
H  1.34560  -8.32642  -5.44262  0.30
C  1.23721  4.31234  -6.38612  -0.96
C  1.27669  5.75115  -5.88314  -0.40
C  2.70333  6.28273  -5.70523  -0.48
C  3.43369  5.55219  -4.67263  0.33
N  4.01031  4.96709  -3.87054  -0.43
H  1.69596  3.62685  -5.67100  0.18
H  0.20776  3.99020  -6.53933  0.32
H  1.76473  4.21468  -7.33654  0.33
H  0.73689  5.82401  -4.93698  0.28
H  0.75953  6.39788  -6.59345  0.31
H  2.67659  7.33795  -5.42848  0.28
H  3.25412  6.21432  -6.64487  0.30
C  -4.62028  -3.18440  5.51978  -1.17
C  -3.73831  -2.36757  6.45707  -0.18
C  -4.52851  -1.67568  7.57454  -0.40
C  -5.45804  -0.67756  7.04945  0.24
N  -6.18625  0.10904  6.63767  -0.51
H  -5.33680  -2.55060  4.99527  0.34
H  -4.01419  -3.68961  4.76844  0.31
H  -5.17756  -3.94458  6.07084  0.31
H  -3.18645  -1.62107  5.88201  0.07
H  -2.99780  -3.02233  6.91967  0.34
H  -3.84171  -1.17908  8.26257  0.30
H  -5.08639  -2.41093  8.15699  0.35

Force components x, y, z for each atom (eV/Å):
0.3 0.2 -0.1
-0.2 0.0 0.2
0.4 0.0 0.3
-0.8 -0.1 0.1
-0.1 0.7 0.2
0.6 -0.1 -0.2
0.2 -0.1 0.0
0.4 -0.2 0.0
-0.2 0.0 0.1
0.4 0.3 -0.7
-0.3 0.2 0.6
-0.6 -0.4 0.4
-1.4 -0.8 1.7
0.3 0.1 -0.7
0.6 0.1 -0.3
-0.1 0.5 -0.4
-0.2 -0.1 0.0
0.0 0.0 0.0
-0.1 -0.1 -0.2
0.1 0.0 0.0
0.1 0.0 -0.2
0.1 -0.2 -0.1
0.1 -0.1 -0.2
0.0 -0.1 0.0
-0.3 0.0 0.1
0.0 0.0 -0.1
0.1 -0.2 -0.1
0.1 0.0 -0.2
0.1 0.0 0.0
0.1 0.1 0.1
0.1 0.1 -0.1
0.0 0.0 0.0
0.2 -0.1 0.2
-0.3 -0.1 0.1
0.2 -0.1 -0.2
0.0 0.1 0.0
0.0 0.0 0.0
0.0 0.0 0.0
0.0 0.0 0.0
0.0 0.0 -0.1
0.0 0.1 -0.1
0.0 0.0 0.0
0.1 0.0 0.0
0.0 0.1 0.0
-0.1 -0.2 -0.1
0.1 0.2 -0.2
0.0 0.0 0.1
0.0 0.0 0.0
0.0 0.0 0.0
0.0 -0.1 0.0
0.0 0.0 0.0
0.0 0.1 0.0
0.0 0.1 0.1
0.0 0.0 0.1
-0.1 -0.1 0.1
0.0 0.0 0.1
0.0 0.2 -0.1
0.2 0.1 0.1
0.0 0.0 0.0
0.0 0.0 0.0
0.0 0.0 0.0
0.0 0.0 0.0
0.0 0.0 0.0
0.0 -0.1 0.0
0.0 -0.1 0.0
-0.1 -0.1 0.0
-0.1 0.0 0.0
0.0 0.0 0.1
-0.1 -0.2 -0.1
-0.3 0.2 0.0
0.2 0.0 -0.1
0.0 0.1 0.0
0.0 0.0 0.0
0.0 0.0 0.0
0.0 0.0 0.0
0.0 0.1 0.0
0.0 0.1 0.0
0.1 0.0 0.1
0.1 -0.1 0.0
0.1 0.0 0.0
-0.1 -0.2 -0.2
0.3 -0.1 0.0
-0.2 0.0 0.2
0.0 -0.1 0.0
0.0 0.0 0.0
0.0 0.0 0.0
0.0 0.0 0.0
0.0 0.0 0.1
0.0 0.1 0.1
-0.1 0.1 0.0
-0.1 0.0 0.0

The calculation puts the energy above the lowest of the compared OMol25 structures with the same formula, charge and spin at 0.000 eV. As for the total charge: 0. As for the SMILES: C#CCCCN(CC(=O)N(C)C)S(=O)(=O)F.CCCC#N.CCCC#N.CCCC#N.CCCC#N.CCCC#N. Its maximum force is 0.046 Eh/bohr. For the HOMO-LUMO gap, the calculation gives 9.77 eV. Its energy is -2241.95879 hartree.